{
  "formula": "C37H41F15N5O23",
  "method": "ωB97M-V/def2-TZVPD",
  "charge": 1,
  "max_force_ev_per_a": 7.696,
  "homo_ha": -0.433,
  "lumo_ev": -2.73,
  "symbols": ["C", "C", "N", "C", "N", "C", "C", "C", "N", "N", "C", "O", "C", "C", "N", "C", "C", "O", "C", "C", "F", "F", "C", "F", "F", "C", "F", "F", "C", "F", "F", "H", "H", "H", "H", "H", "H", "H", "H", "H", "H", "H", "H", "H", "H", "H", "H", "H", "H", "H", "H", "C", "C", "O", "C", "O", "O", "F", "H", "H", "H", "C", "C", "O", "C", "O", "O", "F", "H", "H", "H", "C", "C", "O", "C", "O", "O", "F", "H", "H", "H", "C", "C", "O", "C", "O", "O", "F", "H", "H", "H", "C", "C", "O", "C", "O", "O", "F", "H", "H", "H", "C", "C", "O", "C", "O", "O", "F", "H", "H", "H", "C", "C", "O", "C", "O", "O", "F", "H", "H", "H"],
  "xyz": [[-2.693, -2.025, 4.468], [-1.613, -2.088, 3.702], [-0.313, -1.900, 3.055], [0.213, -0.762, 2.551], [1.570, -0.853, 1.994], [1.756, 0.571, 1.620], [3.187, 0.921, 0.999], [3.612, -0.273, -0.045], [2.824, -0.705, -1.027], [0.553, 1.331, 1.924], [0.423, 2.823, 1.651], [1.102, 3.245, 0.447], [1.498, 4.651, 0.554], [2.988, 4.891, 1.127], [-0.429, 0.539, 2.520], [-1.747, 1.058, 2.983], [-3.022, 0.479, 2.120], [-3.703, 1.510, 1.358], [-5.090, 1.136, 1.070], [-6.016, 2.323, 1.654], [-5.937, 3.426, 0.732], [-5.368, 2.780, 2.890], [-7.514, 1.889, 2.071], [-7.636, 0.483, 2.442], [-7.817, 2.620, 3.304], [-8.657, 2.221, 0.984], [-8.813, 3.649, 0.723], [-8.255, 1.544, -0.252], [-10.135, 1.679, 1.352], [-10.559, 1.958, 2.700], [-10.343, 0.280, 1.087], [-3.563, -1.973, 5.233], [0.287, -2.756, 2.976], [3.307, 1.969, 0.550], [3.962, 0.845, 1.869], [4.644, -0.777, 0.077], [1.949, -0.141, -1.015], [-0.702, 3.113, 1.506], [0.770, 3.433, 2.582], [0.733, 5.228, 1.225], [1.484, 5.112, -0.519], [3.681, 5.458, 0.375], [2.974, 5.563, 2.084], [3.556, 3.939, 1.422], [-1.910, 0.626, 4.057], [-1.823, 2.198, 3.092], [-2.663, -0.411, 1.483], [-3.791, 0.037, 2.883], [-5.372, 0.079, 1.424], [-5.246, 1.139, -0.089], [-10.874, 2.256, 0.655], [-6.918, -3.333, 6.243], [-7.224, -4.723, 5.788], [-6.585, -4.801, 4.530], [-5.526, -3.950, 4.610], [-4.601, -3.947, 3.842], [-5.638, -3.102, 5.675], [-8.553, -4.891, 5.605], [-7.626, -2.596, 5.854], [-6.886, -3.249, 7.331], [-6.837, -5.507, 6.446], [2.152, -3.453, -3.526], [0.686, -3.259, -3.320], [0.111, -4.322, -4.050], [1.037, -5.322, -4.020], [0.803, -6.467, -4.297], [2.262, -4.864, -3.628], [0.269, -2.090, -3.863], [2.514, -2.994, -4.450], [2.743, -3.073, -2.690], [0.367, -3.316, -2.275], [4.914, -7.321, -3.077], [6.329, -7.093, -2.660], [6.389, -5.694, -2.471], [5.130, -5.326, -2.105], [4.857, -4.267, -1.603], [4.219, -6.305, -2.371], [7.188, -7.429, -3.649], [4.763, -7.184, -4.152], [4.552, -8.312, -2.796], [6.613, -7.602, -1.733], [1.985, 4.383, -4.310], [2.754, 5.024, -3.203], [2.894, 3.983, -2.259], [2.897, 2.832, -2.991], [3.265, 1.767, -2.572], [2.439, 3.039, -4.258], [2.042, 6.025, -2.634], [0.904, 4.407, -4.145], [2.201, 4.832, -5.281], [3.742, 5.392, -3.495], [7.003, 2.335, 0.313], [7.893, 2.988, 1.320], [6.987, 3.688, 2.148], [5.830, 2.975, 2.101], [4.924, 3.105, 2.881], [5.824, 2.086, 1.064], [8.716, 3.883, 0.731], [6.764, 2.991, -0.529], [7.425, 1.406, -0.075], [8.477, 2.287, 1.925], [-2.308, 5.631, -7.348], [-1.448, 4.471, -6.965], [-0.584, 5.015, -5.988], [-1.296, 6.017, -5.398], [-0.999, 6.528, -4.351], [-2.389, 6.364, -6.136], [-0.701, 4.054, -8.013], [-1.853, 6.257, -8.122], [-3.298, 5.321, -7.686], [-1.997, 3.625, -6.540], [3.308, -5.185, 0.670], [2.093, -4.344, 0.876], [1.224, -5.194, 1.594], [2.041, -6.027, 2.303], [1.677, -6.701, 3.227], [3.323, -5.991, 1.839], [1.510, -4.035, -0.307], [3.233, -5.827, -0.212], [4.218, -4.589, 0.593], [2.272, -3.430, 1.452]],
  "forces_ev_per_a": [[6.3, -0.1, -3.8], [-4.7, 1.4, 4.3], [-2.4, -1.2, 1.2], [1.5, 1.2, -0.8], [-4.5, 6.2, 0.7], [-2.2, -2.7, 1.3], [0.5, -0.7, 0.5], [-2.1, -0.5, -1.9], [2.2, 1.7, 3.4], [4.2, 0.0, -2.0], [-1.3, 1.8, 0.4], [-0.2, -0.3, 1.7], [0.6, 1.7, -0.2], [0.7, 0.6, 0.5], [2.8, -2.4, -0.7], [-2.2, -0.9, 1.2], [-0.2, -0.5, 1.1], [-0.5, -1.7, 0.2], [-0.1, 0.5, -1.3], [2.3, 0.4, 0.9], [-0.8, -2.6, 2.3], [-1.7, -1.0, -2.9], [-1.0, 0.7, 2.4], [0.6, 3.6, -1.3], [0.5, -1.9, -3.4], [-0.1, -0.1, -1.1], [0.8, -4.1, 0.8], [-0.9, 2.0, 3.1], [-2.4, -0.1, -0.3], [1.6, -0.8, -3.0], [1.1, 3.2, 0.9], [2.0, -0.3, -2.0], [-0.9, 1.2, 0.0], [-0.6, -1.8, 0.5], [-1.7, 0.2, -1.3], [-1.7, 1.0, -0.1], [0.6, -0.4, -0.1], [1.8, -1.0, 0.3], [-0.2, -1.3, -1.6], [1.3, -1.1, -1.3], [-0.4, -1.2, 2.1], [-1.5, -1.1, 1.1], [-0.1, -1.3, -1.7], [-1.3, 1.4, -0.5], [0.5, 0.8, -2.0], [0.6, -1.8, -0.5], [-0.5, 1.4, 0.7], [1.6, 0.8, -1.2], [0.4, 1.8, -0.1], [0.3, 0.1, 2.1], [1.4, -1.1, 1.3], [-0.3, 0.7, 0.9], [-0.8, -0.4, -0.2], [0.7, 0.5, 0.5], [1.2, -0.2, -1.4], [-1.2, 0.1, 0.9], [0.3, -0.4, -0.6], [0.0, -0.1, 0.1], [-0.1, -0.3, -0.1], [0.2, 0.0, -0.2], [-0.2, 0.0, -0.1], [1.1, 0.6, 0.4], [-0.3, 0.5, -0.2], [0.5, -0.4, 0.4], [-0.1, -1.9, -0.6], [0.3, 1.4, 0.3], [-0.9, -0.2, -0.3], [-0.2, 0.2, 0.1], [-0.3, 0.1, 0.0], [0.0, -0.2, -0.1], [-0.1, 0.1, -0.1], [-0.7, -0.9, -0.4], [0.7, -0.3, -0.5], [-0.8, 0.0, 0.5], [-0.5, 1.2, 0.2], [0.3, -1.0, -0.7], [0.8, 0.7, 0.5], [0.2, 0.0, 0.1], [0.2, 0.0, 0.1], [-0.1, 0.2, 0.1], [0.1, 0.0, -0.1], [-0.5, 0.3, -0.9], [-0.2, 0.6, 0.3], [0.3, -0.4, -0.6], [0.3, -1.8, 0.2], [-0.5, 1.4, -0.4], [0.5, -0.2, 1.0], [0.1, 0.2, 0.1], [0.2, 0.2, 0.2], [0.0, -0.2, 0.1], [-0.1, 0.1, 0.1], [0.1, -0.6, -1.0], [0.7, 0.6, -0.2], [-0.6, -0.8, 0.0], [-1.1, 0.3, 1.1], [1.0, -0.3, -0.9], [0.1, 0.5, 0.7], [0.1, 0.0, 0.1], [0.2, 0.1, 0.2], [-0.2, 0.0, 0.1], [0.1, 0.2, 0.0], [-0.8, 0.3, -0.7], [0.5, -0.4, -0.6], [-0.7, 0.2, 0.2], [0.1, 1.3, 1.6], [-0.2, -0.7, -1.3], [0.7, -0.3, 0.6], [0.1, -0.2, 0.0], [0.1, -0.2, 0.0], [0.1, 0.1, 0.2], [0.2, 0.0, -0.1], [1.1, 0.0, -0.4], [-0.3, 0.2, -0.5], [0.5, 0.2, 0.4], [-0.1, -1.6, 1.6], [0.4, 0.9, -1.2], [-1.0, 0.1, 0.4], [-0.2, 0.3, -0.1], [-0.2, 0.2, 0.0], [-0.1, -0.2, 0.2], [-0.1, 0.1, -0.2]]
}